A molecular structure, C5H6O, computed with wB97M-V/def2-TZVPD.

```
12
Properties=species:S:1:pos:R:3:forces:R:3
C 0.823434 -0.681632 -0.182022 0.025 -0.058 -0.019
C -0.363430 -0.720270 0.610588 0.051 -0.322 0.262
C -0.519687 0.881968 0.427057 -0.025 0.273 0.202
O -1.884345 0.884704 -0.128550 -0.121 0.045 -0.017
C -1.173769 -0.192221 -0.634256 -0.382 -0.287 -0.373
C 0.264931 0.410594 -0.908735 0.280 0.089 -0.291
H 1.763950 -1.216832 -0.193173 -0.177 0.100 0.005
H 1.757278 0.701556 1.316790 0.092 0.130 0.117
H -0.708906 -1.325611 1.441477 0.037 0.074 -0.170
H 1.168003 1.177364 1.416025 0.206 -0.006 0.064
H -1.624713 -0.879938 -1.342580 0.073 0.077 0.086
H 0.591029 1.023914 -1.741725 -0.060 -0.117 0.133
```
Positions in Å, forces in eV/Å.

E_tot in a.u.: -269.07262
Relative energy (zero: lowest compared OMol25 entry of this formula, charge and spin) in kcal/mol: 171.70
Gap between HOMO and LUMO in eV: 8.99
HOMO level in eV: -8.64